12
Properties=species:S:1:pos:R:3:forces:R:3:lowdin_charge:R:1 method="wB97M-V/def2-TZVPD" smiles=NSOc1cn[nH]n1 energy_ev=-20979.43110 e_above_lowest_kcal_mol=36.52
N 1.54218 0.46064 1.84134 -1.4 1.5 2.0 -0.36
S 0.59607 1.78322 1.71911 -1.5 -1.8 -0.9 0.92
O -0.98203 1.11060 0.80754 1.4 1.9 2.4 -0.29
C -0.74048 0.28705 -0.15390 -0.6 -1.8 -2.1 -0.53
C -1.74052 -0.33435 -1.00625 0.7 1.5 0.2 -0.08
N -1.12436 -1.06428 -1.92858 0.1 0.8 1.0 0.05
N 0.16881 -0.86998 -1.61347 0.2 -3.2 -2.3 -0.13
N 0.42339 -0.15403 -0.56560 1.0 1.1 1.3 0.05
H 2.21258 0.43705 1.12697 1.0 -1.0 -0.7 0.01
H 1.54962 -0.11172 2.69973 0.2 0.5 -1.1 0.07
H -2.73148 0.09222 -1.04563 -0.3 -0.9 -0.2 0.10
H 0.82623 -1.63642 -1.88126 -0.8 1.3 0.2 0.17